C28H21N6OPRuS4 | ωB97M-V with the def2-TZVPD basis set

Structure (XYZ):
```
62
Properties=species:S:1:pos:R:3:forces:R:3
C 1.5455 -2.9352 -2.4974 0.031 -0.288 -0.026
C -3.1814 5.3838 -2.1261 -0.311 0.149 0.028
S 1.0316 1.1276 -3.9777 0.152 -0.701 0.380
Ru -0.3010 0.8312 -1.9938 -1.304 2.365 0.678
H -1.9701 -4.3902 0.9077 0.025 0.000 0.008
C 4.2346 1.9104 1.1071 0.004 0.001 -0.054
N -2.2886 3.2016 -0.6968 0.148 -0.315 -0.012
H 2.0561 -0.9193 -1.9872 -0.003 0.019 0.001
C 0.1788 -1.7726 1.0867 -0.139 0.251 -0.126
H 0.2315 -1.2564 3.7094 -0.018 0.004 0.038
P 0.0271 0.0498 1.0586 0.372 -0.067 0.547
C -1.5355 1.4957 2.8035 0.038 0.030 0.008
C -0.9970 -1.9693 -2.4653 -0.010 0.078 0.100
H -1.9358 -1.9053 0.7976 -0.045 -0.089 -0.033
C -1.3987 5.0312 -3.7520 0.213 0.077 -0.285
S -0.1139 2.1457 -5.2506 -0.986 0.203 -0.200
C -0.6867 0.3993 2.6872 -0.082 0.054 -0.242
C -1.6053 3.5518 -1.8106 -0.434 0.610 -0.045
N 0.0128 -1.1305 -2.1966 0.369 -1.562 -0.240
H 5.2092 2.3807 1.1067 0.000 -0.001 0.010
N 0.8919 -6.2890 -3.3196 0.011 0.065 0.019
C 3.7898 1.2369 2.2369 0.024 -0.028 0.052
H 2.5631 -3.2974 -2.4850 0.024 0.076 0.003
S -2.1172 1.4897 -5.1377 0.725 0.193 0.043
H -3.2052 3.5859 -0.5380 0.028 0.063 -0.027
H -2.2097 1.3040 6.1123 -0.008 0.013 -0.009
H 0.1439 -5.6304 1.2675 -0.012 0.017 0.022
H 1.5172 1.4884 -0.8658 0.287 0.207 0.098
H -1.7603 2.0866 1.9254 0.003 0.041 0.024
H 4.4210 1.1835 3.1145 -0.020 -0.002 0.009
H 3.7594 2.5280 -0.8982 -0.008 0.009 0.013
C 1.3626 -2.4705 1.2981 0.016 0.102 -0.011
N -0.8796 5.3143 -4.7441 -0.068 0.005 0.124
H -1.9895 -1.5489 -2.4220 -0.020 0.013 -0.041
C 1.2622 -1.6191 -2.2118 -0.022 0.041 0.041
C -0.9466 -0.0480 5.0339 0.040 -0.034 0.045
C 2.5364 0.6444 2.2504 0.004 -0.034 -0.023
O -0.5543 2.8969 -2.1549 0.142 -0.563 0.270
H 2.2625 -4.4009 1.5429 0.000 0.015 -0.035
C 0.4960 -3.7953 -2.8037 -0.197 0.509 0.156
C -1.7843 1.0530 5.1494 -0.005 -0.014 0.011
C -2.0449 4.6685 -2.5518 0.311 -0.431 0.126
H -2.7425 2.6759 4.1221 0.000 -0.003 -0.004
H -0.7242 -0.6542 5.9025 -0.007 0.004 -0.001
S -2.5827 0.8471 -3.3366 0.185 -0.066 -0.130
C 3.4269 1.9936 -0.0178 0.062 -0.002 -0.035
H 2.2979 -1.9369 1.4223 -0.021 -0.004 -0.035
C 1.3434 -3.8571 1.3637 0.056 -0.093 0.041
H -2.0449 2.3076 -0.2889 -0.011 -0.001 0.044
C -0.4001 -0.3804 3.8045 -0.037 -0.015 -0.039
C 1.7255 0.7147 1.1204 -0.266 0.012 -0.134
N -0.8427 0.6632 -0.0985 0.401 -0.256 -1.219
C 0.1497 -4.5487 1.2201 0.050 -0.018 -0.037
N -4.1338 5.9216 -1.7526 0.106 -0.072 0.052
C -2.0837 1.8221 4.0342 0.002 0.011 0.022
H -1.6461 -3.9270 -3.0156 -0.007 0.014 0.008
C 2.1762 1.3991 -0.0026 0.026 -0.082 0.055
C -1.0349 -3.8539 1.0133 -0.121 0.031 -0.067
C -1.0215 -2.4702 0.9447 0.096 -0.001 0.046
H 2.1850 0.1404 3.1420 0.024 0.024 0.027
C 0.7260 -5.1749 -3.0958 0.087 -0.363 -0.088
C -0.8014 -3.2922 -2.7909 0.100 -0.196 0.050
```
Forces are in eV/Å.

For the relative energy (zero: lowest compared OMol25 entry of this formula, charge and spin), the calculation gives 0.0 kcal per mole. As for the HOMO energy (alpha / beta): -7.490 / -7.474 eV. The orbital gap (alpha / beta) comes out at 5.965 / 5.281 eV. Its charge is 0. The LUMO energy (alpha / beta) is -1.5 / -2.2 eV. The value obtained for the energy is -3512.35272 Ha. Its spin multiplicity is 5.